1.
C35H32BrCl3N2O3Ta as an isolated structure at a distorted geometry. Source: the OMol25 dataset; level of theory: ωB97M-V/def2-TZVPD.

Cartesian coordinates (Å):
Ta (0.5363, -0.5916, -0.0287)
Br (-2.6787, 0.3288, -6.2502)
Cl (4.3937, 3.4005, 5.1294)
Cl (2.0986, -4.8840, 0.6149)
Cl (-1.2530, -6.9210, -3.0393)
O (0.4774, 0.6307, -1.6679)
O (1.6843, -1.1377, -1.9820)
O (0.5063, -2.3930, 0.2227)
N (-0.5198, 0.2420, 1.3594)
N (-1.4344, -2.0042, -1.5201)
C (0.6921, -0.2207, -3.9113)
C (-1.7766, 0.7021, 3.5104)
C (0.1688, -3.4302, -0.5210)
C (3.0548, 0.1152, 3.3285)
C (3.4600, 1.0168, 4.2941)
C (1.3090, -0.8305, -6.1521)
C (-0.6319, -1.4734, 3.0806)
C (-0.5615, 1.6688, 1.2787)
C (-3.0152, -2.8197, -3.1153)
C (-2.4638, -1.8133, -2.3139)
C (-0.9007, -0.0376, -5.6839)
C (0.7852, -4.6709, -0.4596)
C (-1.5764, 3.7009, 0.4632)
C (3.8586, 2.2922, 3.9164)
C (-1.4614, 2.3121, 0.4371)
C (0.9907, -0.2278, -2.4632)
C (-1.3695, -4.3266, -2.2337)
C (-2.4657, -4.0755, -3.0779)
C (1.6339, -0.7160, -4.8118)
C (-0.8943, -3.2421, -1.4516)
C (-2.5913, 4.3719, -0.4079)
C (3.4217, 1.7578, 1.6237)
C (-0.7667, 4.4281, 1.3207)
C (0.3530, -5.7304, -1.2683)
C (3.8277, 2.6693, 2.5795)
C (0.2482, 2.4212, 2.1287)
C (0.9720, 4.6048, 3.1161)
C (-2.6648, -0.8254, 1.7512)
C (-1.3863, -0.3118, 2.4290)
C (0.0354, -0.5091, -6.5936)
C (3.0337, 0.4625, 1.9738)
C (0.1540, 3.8033, 2.1557)
C (2.6786, -0.5387, 0.9499)
C (-0.7149, -5.5788, -2.1160)
C (-0.5785, 0.1370, -4.3496)
H (3.4096, 2.0551, 0.5843)
H (1.5219, 5.3850, 2.5956)
H (-2.0981, 1.7291, -0.2144)
H (0.3066, -1.1099, 3.4921)
H (-0.4239, -2.2566, 2.3537)
H (-1.3031, 0.5227, -3.6497)
H (0.3176, 5.0823, 3.8429)
H (1.6760, 3.9720, 3.6462)
H (-2.3601, 4.1958, -1.4571)
H (-3.2922, -1.3337, 2.4774)
H (-2.8621, -4.8786, -3.6762)
H (0.9340, 1.9090, 2.7864)
H (-1.2215, -1.8972, 3.8877)
H (-2.4107, -1.5215, 0.9530)
H (0.8691, -6.6746, -1.2040)
H (-2.6132, 5.4428, -0.2277)
H (3.3299, -0.4415, 0.0819)
H (2.0475, -1.1906, -6.8511)
H (-3.8639, -2.6060, -3.7425)
H (-3.5815, 3.9612, -0.2139)
H (-0.9030, 1.0814, 4.0288)
H (-2.4221, 0.2175, 4.2384)
H (2.8017, -1.5361, 1.3670)
H (-2.8899, -0.8191, -2.3180)
H (-0.8620, 5.5030, 1.3631)
H (-0.2325, -0.6368, -7.6311)
H (-3.2317, 0.0031, 1.3345)
H (2.6140, -0.9836, -4.4460)
H (2.7757, -0.8822, 3.6335)
H (4.1221, 3.6659, 2.2935)
H (3.4913, 0.7389, 5.3375)
H (-2.3134, 1.5476, 3.0891)

Calculated values
* HOMO level: -0.3916 Ha
* DFT total energy: -5699.7079 hartree
* energy above the lowest of the compared OMol25 structures with the same formula, charge and spin: 0.200 eV
* net charge: +1
* HOMO-LUMO gap: 6.983 eV
* molecular weight: 895.86 g mol⁻¹

Per-atom Mulliken charges, elementary charge units: 0.57, -0.16, -0.19, -0.19, -0.22, -0.65, -0.60, 0.12, 1.57, 0.24, 0.14, -1.80, -0.92, -0.26, -0.99, -0.66, -1.54, -1.98, -1.04, -0.50, -0.29, 0.50, 0.65, 0.32, -0.06, 1.29, -0.23, -0.94, -0.46, 1.35, -1.58, -0.16, -0.94, -0.62, -0.84, 0.43, -1.78, -1.54, 1.63, -0.33, 1.08, 0.25, -2.24, 0.80, -0.43, 0.43, 0.41, 0.59, 0.26, 0.29, 0.72, 0.41, 0.19, 0.33, 0.49, 0.47, 0.81, 0.50, 0.20, 0.50, 0.37, 0.65, 0.42, 0.49, 0.36, 0.36, 0.52, 0.49, 0.58, 0.44, 0.44, 0.29, 0.49, 0.44, 0.46, 0.46, 0.37

2.
A single C18H25NO3 molecule. Source: the OMol25 dataset; level of theory: ωB97M-V/def2-TZVPD.

Cartesian coordinates (Å):
O (1.6560, 0.8936, 1.9109)
O (-5.0456, 0.3753, -0.4456)
O (-4.6870, -0.7150, 1.4829)
N (-0.0558, 0.2975, 0.5830)
C (5.1513, -2.4006, 0.2406)
C (4.0745, 2.3326, -1.2520)
C (4.5242, -0.2900, 1.1934)
C (-4.2997, -0.0042, 0.5947)
C (-0.7077, 0.2499, -0.7099)
C (4.0244, 0.1375, -0.0290)
C (5.0818, -1.5492, 1.3293)
C (-0.8197, -0.1962, 1.7112)
C (1.8946, 1.3566, -0.4339)
C (3.3975, 1.5047, -0.1598)
C (1.1731, 0.8296, 0.7961)
C (-2.1557, 0.5353, 1.8224)
C (-6.3896, -1.5431, -1.1246)
C (-6.3753, -0.1466, -0.5204)
C (4.6557, -1.9852, -0.9832)
C (-2.8968, 0.5704, 0.4765)
C (4.0952, -0.7276, -1.1147)
C (-2.1448, -0.2476, -0.5823)
H (-2.1562, -1.3028, -0.3068)
H (4.4583, 0.3649, 2.0489)
H (-6.8040, -0.1652, 0.4866)
H (-5.8491, -2.2317, -0.4798)
H (-6.9221, 0.5610, -1.1465)
H (1.4667, 2.3327, -0.6820)
H (-2.9934, 1.5953, 0.1073)
H (-1.9792, 1.5523, 2.1731)
H (3.5091, 2.0237, 0.7967)
H (3.9185, 1.8915, -2.2337)
H (-2.6419, -0.1462, -1.5480)
H (3.6745, 3.3445, -1.2638)
H (-0.1598, -0.4178, -1.3885)
H (-0.2143, -0.0215, 2.6021)
H (5.4620, -1.8674, 2.2892)
H (-7.4151, -1.8865, -1.2233)
H (-0.9768, -1.2743, 1.6075)
H (-5.9215, -1.5347, -2.1061)
H (5.5867, -3.3840, 0.3442)
H (4.7043, -2.6441, -1.8388)
H (1.7382, 0.6908, -1.2823)
H (-0.7171, 1.2533, -1.1539)
H (3.7124, -0.4214, -2.0785)
H (5.1450, 2.3875, -1.0685)
H (-2.7762, 0.0225, 2.5593)

Calculated values
* HOMO level: -0.3258 Ha
* DFT total energy: -981.4114 hartree
* energy above the lowest of the compared OMol25 structures with the same formula, charge and spin: 0.861 eV
* HOMO-LUMO gap: 9.498 eV
* molecular weight: 303.40 g mol⁻¹
* SMILES string: CCOC(=O)C1CCN(C(=O)C[C@H](C)c2ccccc2)CC1

Per-atom Mulliken charges, elementary charge units: -0.68, -0.35, -0.62, 0.22, -0.37, -1.69, -0.15, 0.03, -0.45, 0.22, -0.65, -0.97, -1.17, 0.31, 0.62, -0.97, -1.10, -0.26, -0.81, 0.94, 0.00, -1.50, 0.43, 0.35, 0.33, 0.31, 0.31, 0.50, 0.45, 0.29, 0.49, 0.29, 0.42, 0.45, 0.33, 0.42, 0.37, 0.39, 0.39, 0.29, 0.38, 0.37, 0.33, 0.40, 0.28, 0.43, 0.40

3.
A 3-piece molecular cluster, C24H36INO7S overall at a distorted geometry. Source: the OMol25 dataset; level of theory: ωB97M-V/def2-TZVPD.

Cartesian coordinates (Å):
I (3.0431, 4.3468, -4.3120)
S (-3.0125, 4.8351, -0.1857)
O (-3.0563, -1.9608, 2.6695)
O (5.4270, -4.6626, 1.8972)
O (-2.4697, 0.5993, 1.1010)
O (5.0612, -3.7107, -1.0094)
O (2.6854, -3.7408, 0.9014)
O (-0.1641, -1.0968, 2.2394)
O (2.2779, 2.7133, -1.0579)
N (-2.5461, 6.4347, -3.0154)
C (-0.1418, 3.7498, -0.6567)
C (-4.3144, 4.7927, -1.5844)
C (4.1646, -2.6237, -0.7788)
C (-3.0721, 0.7727, -0.1694)
C (-6.6830, 4.0306, -2.8799)
C (-3.8714, 5.6655, -2.9408)
C (-1.3737, 5.5718, -2.5942)
C (1.3020, 4.4581, -2.9915)
C (4.1962, -5.3545, 2.0657)
C (-2.9560, -0.6180, 3.1599)
C (-6.2451, 4.8941, -4.2404)
C (3.5992, -2.6649, 0.6459)
C (4.8923, -4.3287, -2.2745)
C (-3.3998, 0.4625, 2.1679)
C (-0.6919, -2.3976, 1.9785)
C (-1.3816, 4.6910, -1.1721)
C (1.2117, 3.6316, -1.5787)
C (5.9411, -4.1024, 3.0926)
C (0.6798, -1.0431, 3.3778)
C (-2.1756, -2.3271, 1.5981)
C (3.2313, -5.0658, 0.9106)
C (0.0326, 5.4097, -3.4861)
C (-5.7242, 3.9599, -1.5113)
C (-4.8224, 5.7642, -4.2981)
H (-2.6016, 7.1846, -2.2638)
H (6.4192, -4.8760, 3.6925)
H (6.6837, -3.3522, 2.8190)
H (-7.6782, 3.4109, -2.8611)
H (5.1512, -3.6060, 3.6652)
H (1.7237, 1.9859, -0.6036)
H (5.4150, -3.7446, -3.0463)
H (5.3207, -5.3326, -2.2273)
H (-2.3212, 0.5538, -0.9293)
H (0.2842, -1.6541, 4.2024)
H (-4.4031, 0.2283, 1.7921)
H (2.3692, -5.7338, 1.0295)
H (4.7423, -1.7007, -0.9113)
H (-2.3379, -1.6923, 0.7278)
H (-3.4087, 1.8023, -0.2861)
H (3.6767, -5.3175, -0.0520)
H (-2.4834, -3.3310, 1.2979)
H (3.7203, -5.0914, 3.0181)
H (-4.4874, 6.4023, -5.2278)
H (0.0732, 6.0016, -4.5029)
H (3.0214, -1.7502, 0.7943)
H (-6.0221, 3.3167, -0.5603)
H (4.3911, -2.6425, 1.3937)
H (-6.9452, 4.9048, -5.2058)
H (-0.3174, 3.1685, 0.3712)
H (-3.9069, 0.0781, -0.3065)
H (3.8287, -4.4249, -2.5378)
H (1.6888, -1.3896, 3.1092)
H (3.3393, -2.6218, -1.5019)
H (-0.1224, -2.8093, 1.1362)
H (-3.4533, 1.4325, 2.6832)
H (-0.5646, -3.0644, 2.8406)
H (0.7314, -0.0069, 3.7197)
H (-3.6355, -0.5718, 4.0199)
H (-1.9597, -0.4128, 3.5521)
H (4.4248, -6.4299, 2.0914)

Calculated values
* HOMO level: -0.3004 Ha
* DFT total energy: -2212.6639 hartree
* HOMO-LUMO gap: 7.883 eV
* molecular weight: 609.52 g mol⁻¹
* SMILES string: Oc1cc2c(cc1I)Nc1ccccc1S2.COCCOCCOC.COCCOCCOC

Per-atom Mulliken charges, elementary charge units: 0.07, -0.12, -0.48, -0.29, -0.09, -0.27, -0.36, -0.14, -0.49, -0.41, -0.31, 0.37, -0.75, -0.66, -0.37, 0.06, -0.07, -0.38, -0.58, -0.31, -0.33, -0.13, -0.81, -0.59, -0.34, 0.27, 0.48, -0.79, -0.81, -0.39, -0.31, -0.35, -0.40, -0.39, 0.37, 0.31, 0.23, 0.28, 0.35, 0.32, 0.31, 0.24, 0.26, 0.43, 0.36, 0.43, 0.39, 0.09, 0.05, 0.10, 0.43, 0.33, 0.32, 0.25, 0.36, 0.29, 0.08, 0.27, 0.23, 0.44, 0.36, 0.13, 0.36, 0.19, 0.36, 0.41, 0.25, 0.43, 0.05, 0.41

4.
A single C8H16N4OS molecule at a distorted geometry. Source: the OMol25 dataset; level of theory: ωB97M-V/def2-TZVPD.

Cartesian coordinates (Å):
S (-1.5670, -3.6000, 0.5820)
O (-0.7895, 0.4713, -2.0858)
N (0.1969, -1.8614, 0.9666)
N (-1.1162, -2.0285, 0.7600)
N (-2.9523, 0.1283, -0.9434)
N (-1.9225, 0.1316, -0.1398)
C (2.1299, 1.8603, 1.1548)
C (0.4494, 0.3383, -0.0160)
C (-3.2511, -3.3559, 1.3011)
C (0.9173, -0.7808, 0.6174)
C (0.9964, 2.6480, -0.9465)
C (1.5594, 1.3674, -0.2222)
C (-0.7098, 0.3762, -0.8524)
C (2.6261, 0.6854, -1.0430)
H (-2.7097, 0.3515, -1.8780)
H (-3.2917, -3.8062, 2.2820)
H (0.0115, 2.8377, -0.5027)
H (0.9248, 2.3945, -2.0119)
H (-3.9820, -3.7214, 0.5453)
H (1.6652, 3.4654, -0.7160)
H (-3.8880, 0.1980, -0.6040)
H (-3.5482, -2.2908, 1.3616)
H (1.9653, -0.7278, 0.9896)
H (2.3506, 1.0519, 1.7141)
H (3.1204, 1.4415, -1.6564)
H (2.2126, 0.0010, -1.7005)
H (0.6681, -2.7317, 1.1916)
H (3.4791, 0.2056, -0.5616)
H (2.9723, 2.3995, 0.6367)
H (1.4826, 2.5512, 1.7776)

Calculated values
* HOMO level (spin up / spin down): -0.2588 / -0.2770 Ha
* DFT total energy: -1006.6841 hartree
* energy above the lowest of the compared OMol25 structures with the same formula, charge and spin: 1.027 eV
* HOMO-LUMO gap (spin up / spin down): 6.913 / 7.443 eV
* molecular weight: 216.31 g mol⁻¹

Per-atom Mulliken charges, elementary charge units: -0.10, -0.75, -0.06, -0.11, -0.33, -0.25, -1.48, 0.20, -0.77, -0.71, -1.78, 1.89, 0.50, -1.86, 0.25, 0.30, 0.37, 0.38, 0.30, 0.52, 0.21, 0.24, 0.24, 0.44, 0.46, 0.46, 0.32, 0.43, 0.44, 0.26